ORCA calculation (the ωB97M-V functional and the def2-TZVPD basis) on a 9-piece molecular cluster, C31H71BClN8O14P overall at a distorted geometry.

Last columns: bonded neighbours and bond lengths (Å).
Element x y z (Å)
1 Cl 4.099 0.351 -5.627  C39 1.793
2 P 3.125 2.868 -1.744  O4 1.601, O5 1.569, O7 1.581, O9 1.464
3 O 7.682 10.876 -3.984  C48 1.219
4 O 3.695 3.415 -3.136  P2 1.601, C35 1.437
5 O 1.902 3.780 -1.380  P2 1.569, C36 1.447
6 O 2.851 -2.276 -1.753  B56 1.367, H84 0.959
7 O 2.527 1.416 -1.935  P2 1.581, C29 1.443
8 O 0.694 -11.223 4.924  C43 1.219
9 O 4.162 2.935 -0.713  P2 1.464
10 O -9.990 -2.045 3.219  C31 1.221
11 O -0.688 -6.891 2.275  C49 1.222
12 O -0.633 7.129 2.123  C34 1.219
13 O 1.175 -0.872 -0.844  B56 1.377, H115 0.964
14 O -1.091 -4.657 -2.452  C25 1.224
15 O 4.453 7.376 -3.777  C40 1.224
16 O -5.841 -5.695 0.501  C52 1.223
17 N -6.834 -3.837 1.276  C27 1.454, C52 1.355, H108 1.008
18 N 5.682 5.873 -2.655  C26 1.447, C40 1.359, H75 1.009
19 N -11.382 -1.645 4.929  C31 1.357, C32 1.448, H101 1.008
20 N -2.440 -4.328 -0.689  C25 1.358, C51 1.452, H95 1.008
21 N -0.647 -10.843 6.681  C38 1.447, C43 1.360, H106 1.008
22 N -0.084 5.125 1.269  C34 1.359, C37 1.448, H66 1.010
23 N 7.028 12.630 -5.219  C33 1.447, C48 1.359, H74 1.008
24 N -1.232 -8.560 0.879  C42 1.447, C49 1.358, H85 1.008
25 C -1.214 -4.511 -1.244  O14 1.224, N20 1.358, C53 1.510
26 C 6.869 5.335 -2.025  N18 1.447, H60 1.092, H91 1.091, H92 1.085
27 C -7.589 -2.597 1.198  N17 1.454, H61 1.090, H63 1.093, H83 1.085
28 C 1.763 -11.124 7.060  C43 1.512, H59 1.091, H71 1.091, H82 1.085
29 C 3.336 0.240 -1.725  O7 1.443, B56 1.591, H64 1.094, H120 1.094
30 C 6.737 7.970 -3.375  C40 1.510, H65 1.090, H100 1.082, H111 1.091
31 C -10.147 -1.876 4.418  O10 1.221, N19 1.357, C46 1.512
32 C -11.756 -1.424 6.310  N19 1.448, H68 1.085, H76 1.091, H112 1.091
33 C 7.010 13.504 -6.372  N23 1.447, H77 1.091, H99 1.091, H116 1.085
34 C -0.777 5.918 2.127  O12 1.219, N22 1.359, C55 1.514
35 C 4.320 2.475 -4.026  O4 1.437, C39 1.523, H110 1.090, H118 1.090
36 C 0.923 4.197 -2.361  O5 1.447, C45 1.502, H78 1.091, H102 1.090
37 C -0.134 3.683 1.141  N22 1.448, H123 1.085, H125 1.092, H126 1.091
38 C -0.976 -10.637 8.076  N21 1.447, H69 1.091, H93 1.091, H105 1.085
39 C 3.301 1.799 -4.933  Cl1 1.793, C35 1.523, C50 1.520, H94 1.087
40 C 5.532 7.063 -3.292  O15 1.224, N18 1.359, C30 1.510
41 C 8.735 11.111 -6.118  C48 1.512, H57 1.086, H58 1.091, H117 1.091
42 C -1.563 -9.918 0.505  N24 1.447, H79 1.085, H119 1.091, H124 1.091
43 C 0.574 -11.071 6.128  O8 1.219, N21 1.360, C28 1.512
44 C 1.663 6.579 -2.356  C45 1.334, H104 1.083, H122 1.084
45 C 0.682 5.677 -2.294  C36 1.502, C44 1.334, H90 1.087
46 C -8.986 -1.914 5.386  C31 1.512, H62 1.086, H80 1.090, H87 1.090
47 C -6.920 -4.314 -1.127  C52 1.513, H96 1.091, H98 1.086, H113 1.090
48 C 7.781 11.517 -5.017  O3 1.219, N23 1.359, C41 1.512
49 C -0.955 -8.074 2.117  O11 1.222, N24 1.358, C54 1.509
50 C 2.831 2.720 -6.048  C39 1.520, H72 1.091, H81 1.088, H107 1.089
51 C -2.778 -4.166 0.714  N20 1.452, H67 1.085, H73 1.093, H97 1.090
52 C -6.485 -4.680 0.276  O16 1.223, N17 1.355, C47 1.513
53 C -0.036 -4.533 -0.301  C25 1.510, H86 1.091, H88 1.086, H121 1.091
54 C -0.994 -9.048 3.269  C49 1.509, H70 1.092, H89 1.089, H109 1.086
55 C -1.731 5.236 3.085  C34 1.514, H103 1.086, H114 1.091, H127 1.091
56 B 2.407 -1.021 -1.441  O6 1.367, O13 1.377, C29 1.591
57 H 9.251 10.211 -5.796  C41 1.086
58 H 8.198 10.902 -7.044  C41 1.091
59 H 1.653 -11.925 7.792  C28 1.091
60 H 7.156 4.388 -2.486  C26 1.092
61 H -8.492 -2.648 1.806  C27 1.090
62 H -8.081 -2.106 4.818  C46 1.086
63 H -6.981 -1.766 1.563  C27 1.093
64 H 3.999 0.403 -0.870  C29 1.094
65 H 7.091 8.247 -2.382  C30 1.090
66 H 0.539 5.631 0.656  N22 1.010
67 H -1.885 -4.211 1.328  C51 1.085
68 H -10.879 -1.464 6.948  C32 1.085
69 H -1.672 -11.401 8.427  C38 1.091
70 H -1.991 -9.482 3.369  C54 1.092
71 H 1.886 -10.180 7.592  C28 1.091
72 H 2.147 3.462 -5.633  C50 1.091
73 H -3.271 -3.204 0.876  C51 1.093
74 H 6.412 12.843 -4.450  N23 1.008
75 H 4.844 5.310 -2.632  N18 1.009
76 H -12.461 -2.185 6.647  C32 1.091
77 H 7.282 14.523 -6.091  C33 1.091
78 H 0.000 3.648 -2.169  C36 1.091
79 H -1.563 -10.559 1.381  C42 1.085
80 H -9.117 -2.706 6.125  C46 1.090
81 H 2.280 2.148 -6.792  C50 1.088
82 H 2.648 -11.310 6.460  C28 1.085
83 H -7.864 -2.394 0.168  C27 1.085
84 H 3.575 -2.251 -2.382  O6 0.959
85 H -1.198 -7.864 0.150  N24 1.008
86 H -0.156 -5.342 0.421  C53 1.091
87 H -8.881 -0.963 5.910  C46 1.090
88 H 0.871 -4.696 -0.876  C53 1.086
89 H -0.273 -9.854 3.142  C54 1.089
90 H -0.338 6.018 -2.138  C45 1.087
91 H 6.689 5.145 -0.966  C26 1.091
92 H 7.695 6.032 -2.122  C26 1.085
93 H -1.437 -9.660 8.226  C38 1.091
94 H 2.437 1.483 -4.353  C39 1.087
95 H -3.192 -4.320 -1.360  N20 1.008
96 H -6.501 -3.353 -1.430  C47 1.091
97 H -3.458 -4.959 1.025  C51 1.090
98 H -6.561 -5.087 -1.800  C47 1.086
99 H 6.017 13.530 -6.824  C33 1.091
100 H 6.461 8.874 -3.903  C30 1.082
101 H -12.110 -1.633 4.231  N19 1.008
102 H 1.254 3.936 -3.367  C36 1.090
103 H -2.198 6.005 3.692  C55 1.086
104 H 1.493 7.588 -2.711  C44 1.083
105 H -0.079 -10.688 8.684  C38 1.085
106 H -1.397 -10.819 6.008  N21 1.008
107 H 3.672 3.226 -6.518  C50 1.089
108 H -6.514 -4.139 2.183  N17 1.008
109 H -0.748 -8.506 4.178  C54 1.086
110 H 4.936 1.771 -3.467  C35 1.090
111 H 7.552 7.481 -3.911  C30 1.091
112 H -12.225 -0.446 6.432  C32 1.091
113 H -8.006 -4.255 -1.198  C47 1.090
114 H -1.203 4.539 3.736  C55 1.091
115 H 0.522 -1.250 -1.444  O13 0.964
116 H 7.716 13.156 -7.119  C33 1.085
117 H 9.470 11.893 -6.310  C41 1.091
118 H 4.998 3.065 -4.642  C35 1.090
119 H -2.551 -9.962 0.044  C42 1.091
120 H 3.956 0.051 -2.606  C29 1.094
121 H 0.052 -3.582 0.227  C53 1.091
122 H 2.674 6.360 -2.030  C44 1.084
123 H -0.837 3.265 1.854  C37 1.085
124 H -0.836 -10.312 -0.207  C42 1.091
125 H -0.448 3.392 0.137  C37 1.092
126 H 0.848 3.244 1.321  C37 1.091
127 H -2.506 4.689 2.545  C55 1.091

Calculated values
* lowest unoccupied orbital energy: 0.46 eV
* calculated total energy: -3541.8880 Eh
* orbital gap: 0.34373 hartree